# 1
Computed, not measured: one molecule with the formula CH3N5 in a non-equilibrium geometry, with ωB97M-V/def2-TZVPD.

Output
Net charge ... 0
Total energy ... -313.54180 Eh
SMILES string ... [H]/N=c1/nn[nH][nH]1
HOMO-LUMO gap ... 9.89 eV
Lowest unoccupied orbital energy ... -0.127 eV
Relative energy (zero: lowest compared OMol25 entry of this formula, charge and spin) ... 73.5 kcal/mol

Last column: Löwdin charge in e.
Positions of all 9 atoms, in Å:
C1 -0.45861 -0.65899 0.00754  -0.4347
H1 -1.00227 -2.59794 -0.04135  0.0464
H2 1.72183 1.27205 0.22457  0.0990
H3 1.66596 -1.27557 -0.35115  0.1984
N1 -1.30811 -1.63342 0.13031  0.1247
N2 -0.91798 0.70166 0.22261  0.0714
N3 0.07045 1.48227 -0.05162  -0.0412
N4 1.17679 0.83368 -0.48660  -0.0665
N5 1.03115 -0.44772 0.20282  0.0025

***

# 2
Computed, not measured: one molecule with the formula CH3N5O in a non-equilibrium geometry, with ωB97M-V/def2-TZVPD.

Output
Net charge ... 0
Total energy ... -388.73507 Eh
SMILES string ... O/N=c1\nn[nH][nH]1
HOMO-LUMO gap ... 8.70 eV
Lowest unoccupied orbital energy ... -0.102 eV
Relative energy (zero: lowest compared OMol25 entry of this formula, charge and spin) ... 84.5 kcal/mol

Last column: Löwdin charge in e.
Positions of all 10 atoms, in Å:
C1 -0.32893 -0.11835 0.18083  -0.3376
H1 -3.06841 -1.62849 0.44171  0.1613
H2 2.63431 0.82495 0.56334  0.1191
H3 0.25294 1.44656 1.49771  0.1540
N1 -1.39378 -0.60734 0.69453  -0.0250
N2 0.34836 -0.11548 -1.20180  0.0885
N3 1.42151 0.60712 -1.12895  -0.0189
N4 1.74578 1.21801 0.19086  -0.0237
N5 0.62858 0.60758 0.94053  -0.0302
O1 -2.13730 -1.48777 -0.00675  -0.0875

***

# 3
Computed, not measured: a 2-piece molecular cluster, CH3N5O3 overall in a non-equilibrium geometry, with ωB97M-V/def2-TZVPD.

Output
Net charge ... 0
Total energy ... -539.08431 Eh
HOMO-LUMO gap (alpha / beta) ... 7.12 / 7.13 eV
Lowest unoccupied orbital energy (alpha / beta) ... -1.833 / -1.830 eV
Relative energy (zero: lowest compared OMol25 entry of this formula, charge and spin) ... 59.3 kcal/mol

Last column: Löwdin charge in e.
Positions of all 12 atoms, in Å:
C1 -2.52710 -0.50420 0.24481  -0.3944
N1 -3.38055 -1.18688 0.57379  0.1343
N2 2.12972 -0.23014 0.44539  0.1929
N3 1.23995 -0.74372 -0.41673  -0.1058
N4 -1.49237 -0.00761 -0.29960  0.0550
N5 -1.08072 1.26316 -0.14498  -0.4290
O1 -1.75511 2.13963 0.36447  0.0689
O2 0.10090 1.41860 -0.54828  -0.0455
O3 0.17421 -1.30708 -0.24610  0.1078
H1 2.98961 0.01593 -0.02496  0.1373
H2 2.15618 -0.21933 1.41391  0.1143
H3 1.44530 -0.63835 -1.36171  0.1642

***

# 4
Computed, not measured: a 2-piece molecular cluster, CH3N5S overall in a non-equilibrium geometry, with ωB97M-V/def2-TZVPD.

Output
Net charge ... 0
Total energy ... -711.77050 Eh
SMILES string ... N#[N+][S-].N#CNN
HOMO-LUMO gap ... 10.03 eV
Lowest unoccupied orbital energy ... 0.448 eV
Relative energy (zero: lowest compared OMol25 entry of this formula, charge and spin) ... 20.8 kcal/mol

Last column: Löwdin charge in e.
Positions of all 10 atoms, in Å:
C1 -0.55065 1.42536 -0.30743  -0.3764
N1 0.21897 2.25515 -0.55424  0.1208
N2 3.36916 0.53162 -0.17638  0.1750
N3 2.81519 -0.44604 -0.29243  -0.7971
N4 -1.05021 -0.87533 0.46517  0.0487
N5 -1.46137 0.55975 0.12478  -0.0737
S1 2.17476 -1.81346 -0.49612  0.6161
H1 -1.64329 -1.48531 -0.04822  0.0458
H2 -1.46391 -1.04449 1.42301  0.0963
H3 -2.40865 0.89274 -0.13815  0.1445

***

# 5
Computed, not measured: one molecule with the formula CH3NO2 in a non-equilibrium geometry, with ωB97M-V/def2-TZVPD.

Output
Net charge ... 0
Total energy ... -245.04939 Eh
SMILES string ... O=CNO
HOMO-LUMO gap ... 10.38 eV
Lowest unoccupied orbital energy ... 1.023 eV
Relative energy (zero: lowest compared OMol25 entry of this formula, charge and spin) ... 81.4 kcal/mol

Last column: Löwdin charge in e.
Positions of all 7 atoms, in Å:
C1 -0.16490 0.92434 -0.13921  -0.2513
N1 0.65998 -0.35731 -0.02474  -0.0632
O1 -1.21194 0.81880 0.41442  0.0148
O2 -0.12117 -1.52566 0.03820  -0.0669
H1 0.12051 1.99010 -0.44594  0.1452
H2 1.53432 -0.46370 -0.55524  0.1210
H3 -0.81681 -1.38656 0.71251  0.1005

***

# 6
Computed, not measured: a 2-piece molecular cluster, CH3NO2S overall in a non-equilibrium geometry, with ωB97M-V/def2-TZVPD.

Output
Net charge ... 0
Total energy ... -643.27246 Eh
HOMO-LUMO gap ... 8.81 eV
Lowest unoccupied orbital energy ... -1.185 eV
Relative energy (zero: lowest compared OMol25 entry of this formula, charge and spin) ... 26.2 kcal/mol

Last column: Löwdin charge in e.
Positions of all 8 atoms, in Å:
C1 -1.20234 -0.93454 1.21454  -0.1753
N1 -0.01654 -0.61339 1.18876  0.0328
O1 3.76895 -0.60400 0.65212  -0.4378
O2 4.55894 0.69985 -1.25795  -0.4311
S1 3.51410 0.42218 -0.33186  0.8628
H1 -1.75252 -1.66285 0.52897  0.0784
H2 -1.89516 -0.76112 2.03957  0.0541
H3 0.54624 -0.93738 0.43769  0.0160